Entry 1:
The following is a DFT calculation (ωB97M-V with the def2-TZVPD basis set) of a structure of composition C23H17Cl2N2O4OsS2.

ORCA input file:
```
! RIJCOSX wB97M-V def2-TZVPD def2/J DEFGRID3
* xyz 1 5
Os -0.1758 -0.3610 -0.6232
O 4.0229 -2.0577 -0.2264
C 3.1002 -1.3848 0.0842
O 1.9477 -1.3730 -0.7591
C 3.0759 -0.4278 1.2137
C 4.3290 0.1158 1.5038
C 4.4980 1.0330 2.5286
C 3.4102 1.4039 3.3002
C 2.1652 0.8348 3.0589
C 1.9933 -0.0757 2.0285
S 0.3354 -0.7345 1.9132
H 5.1718 -0.1899 0.8993
H 5.4776 1.4464 2.7237
H 3.5258 2.1113 4.1100
H 1.3242 1.0822 3.6929
O -3.7404 -0.4158 -2.4739
S -3.3713 -0.6940 -1.1188
O -4.3178 -0.5126 -0.0589
N -2.0157 0.2562 -0.7356
C -2.2670 1.6470 -0.6414
C -3.4842 2.2837 -0.7008
C -3.5629 3.6897 -0.6079
C -2.4508 4.4663 -0.4650
C -1.1810 3.8464 -0.4091
C 0.0310 4.5557 -0.2855
C 1.2247 3.8846 -0.2474
C 1.2141 2.4883 -0.3271
N 0.0966 1.7937 -0.4446
C -1.1037 2.4445 -0.4941
C -2.7959 -2.3902 -1.0018
C -3.0481 -2.9751 0.3516
C -1.8823 -3.1932 0.8703
C -0.8380 -5.0109 -2.3062
C -1.8642 -4.2383 -2.4861
C -2.4207 -2.9418 -2.1513
H -4.4008 1.7269 -0.8148
H -4.5407 4.1490 -0.6549
H -2.5214 5.5436 -0.4000
H 0.0042 5.6367 -0.2247
H 2.1658 4.4073 -0.1589
H 2.1362 1.9202 -0.2896
H -4.0615 -3.0184 0.7277
H 0.5291 -2.0612 1.8319
H -0.4872 -1.4007 -1.8022
H -2.2976 -4.7332 -3.3792
H -2.5456 -2.2952 -3.0177
Cl 0.6770 -3.6041 -0.5068
C 1.7044 -2.5980 -1.3646
Cl 2.9217 -5.8434 1.7543
H 2.1269 -5.3564 0.8784
H 2.1657 -2.8801 -2.2939
*
```

- Expectation value of S²: 6.023
- HOMO energy (spin up / spin down): -10.96 / -11.66 eV
- Energy relative to the best compared isomer or geometry (same formula, charge and spin): 1126.9 kJ/mol



Entry 2:
The following is a DFT calculation (ωB97M-V with the def2-TZVPD basis set) of a structure of composition C68H61B3F12O3 in a non-equilibrium geometry.

ORCA input file:
```
! RIJCOSX wB97M-V def2-TZVPD def2/J DEFGRID3
* xyz 0 1
C -1.9599 1.6352 -5.0640
C -0.9246 0.5213 -5.1391
F -1.5639 -0.5947 -5.7255
B -0.4368 0.1088 -3.6993
O 0.3099 0.9536 -2.8935
B -0.0332 0.8906 -1.5674
O -1.1715 0.1989 -1.1688
B -1.6140 -0.7940 -2.0194
O -0.8412 -1.0898 -3.1315
H -2.7659 1.3392 -4.3905
H -1.5163 2.5749 -4.7688
H -2.3846 1.7281 -6.0635
H -0.1136 0.7846 -5.8227
H 0.6194 1.4180 -0.7302
H -2.6590 -1.3354 -1.8724
F -0.3161 -5.4808 -9.6306
C 0.1853 -4.3105 -9.1832
C -0.2603 -3.8115 -7.9758
C 0.2606 -2.6096 -7.5181
C 1.2069 -1.9279 -8.2725
C 1.6360 -2.4484 -9.4858
C 1.1269 -3.6532 -9.9490
H -1.0024 -4.3574 -7.4089
H -0.0755 -2.2059 -6.5740
H 1.6104 -0.9896 -7.9144
H 2.3721 -1.9177 -10.0757
H 1.4527 -4.0819 -10.8877
F 2.2192 3.6253 0.5054
C 2.2154 2.9781 1.6940
C 1.0423 2.4027 2.1359
C 1.0469 1.7388 3.3510
C 2.2075 1.6610 4.1054
C 3.3756 2.2533 3.6438
C 3.3854 2.9175 2.4242
H 0.1464 2.4683 1.5390
H 0.1382 1.2752 3.7075
H 2.1999 1.1372 5.0522
H 4.2826 2.1992 4.2314
H 4.2850 3.3816 2.0409
F -1.9164 2.9056 2.5152
C -2.5929 3.8474 1.8223
C -3.9724 3.8388 1.8472
C -4.6537 4.8142 1.1333
C -3.9539 5.7706 0.4085
C -2.5657 5.7527 0.3982
C -1.8723 4.7860 1.1116
H -4.4964 3.0798 2.4129
H -5.7353 4.8269 1.1445
H -4.4913 6.5284 -0.1466
H -2.0159 6.4928 -0.1656
H -0.7904 4.7593 1.1230
F -2.0285 4.6306 -4.9934
C -1.4792 5.7777 -4.5345
C -1.8698 6.2504 -3.2988
C -1.3055 7.4288 -2.8333
C -0.3731 8.1127 -3.6013
C 0.0015 7.6137 -4.8413
C -0.5514 6.4332 -5.3171
H -2.6025 5.7041 -2.7187
H -1.5966 7.8167 -1.8666
H 0.0611 9.0325 -3.2335
H 0.7258 8.1453 -5.4436
H -0.2718 6.0238 -6.2785
F -0.3107 -1.2118 4.2503
C -1.4938 -1.2564 4.9024
C -1.7657 -2.3339 5.7211
C -2.9872 -2.3770 6.3779
C -3.9110 -1.3544 6.2051
C -3.6109 -0.2812 5.3777
C -2.3905 -0.2232 4.7201
H -1.0336 -3.1228 5.8334
H -3.2201 -3.2121 7.0231
H -4.8642 -1.3965 6.7143
H -4.3306 0.5143 5.2375
H -2.1384 0.6052 4.0699
F -4.8710 -0.3156 2.1570
C -5.0070 -1.6573 2.0812
C -3.8852 -2.4508 2.2071
C -4.0298 -3.8280 2.1333
C -5.2830 -4.3892 1.9278
C -6.3958 -3.5694 1.8007
C -6.2640 -2.1901 1.8810
H -2.9180 -1.9914 2.3631
H -3.1606 -4.4637 2.2385
H -5.3917 -5.4638 1.8682
H -7.3731 -4.0039 1.6377
H -7.1189 -1.5334 1.7908
F 10.1007 6.0321 0.6851
C 8.8558 5.5702 0.4531
C 7.8345 6.4771 0.2520
C 6.5559 5.9961 0.0107
C 6.3163 4.6290 -0.0199
C 7.3599 3.7376 0.1889
C 8.6445 4.2065 0.4247
H 8.0439 7.5378 0.2859
H 5.7441 6.6920 -0.1540
H 5.3162 4.2595 -0.2071
H 7.1747 2.6717 0.1690
H 9.4739 3.5308 0.5837
F 2.7318 -5.8166 0.8387
C 2.2793 -4.6823 0.2677
C 1.1376 -4.0920 0.7705
C 0.6798 -2.9234 0.1799
C 1.3587 -2.3700 -0.8973
C 2.5026 -2.9839 -1.3861
C 2.9737 -4.1497 -0.8002
H 0.6227 -4.5432 1.6081
H -0.2104 -2.4416 0.5650
H 0.9738 -1.4691 -1.3493
H 3.0313 -2.5560 -2.2275
H 3.8663 -4.6430 -1.1605
F -5.6491 -4.0287 6.7810
C -6.2650 -4.1653 7.9733
C -7.5639 -3.7180 8.1070
C -8.1924 -3.8609 9.3355
C -7.5192 -4.4368 10.4043
C -6.2123 -4.8757 10.2442
C -5.5748 -4.7448 9.0188
H -8.0667 -3.2676 7.2616
H -9.2122 -3.5209 9.4570
H -8.0132 -4.5434 11.3607
H -5.6843 -5.3223 11.0761
H -4.5592 -5.0866 8.8702
F 5.2020 -2.3977 -10.7796
C 5.2446 -3.5584 -11.4654
C 4.8355 -3.5694 -12.7838
C 4.8812 -4.7658 -13.4851
C 5.3235 -5.9253 -12.8635
C 5.7254 -5.8884 -11.5353
C 5.6910 -4.6969 -10.8256
H 4.4880 -2.6552 -13.2462
H 4.5693 -4.7907 -14.5206
H 5.3540 -6.8563 -13.4134
H 6.0664 -6.7912 -11.0467
H 6.0036 -4.6445 -9.7915
F 4.2947 0.8428 10.8841
C 3.4857 0.5032 9.8607
C 4.0520 0.1298 8.6584
C 3.2135 -0.2217 7.6104
C 1.8349 -0.1884 7.7737
C 1.2908 0.1940 8.9919
C 2.1188 0.5406 10.0499
H 5.1283 0.1173 8.5520
H 3.6379 -0.5237 6.6615
H 1.1850 -0.4610 6.9515
H 0.2168 0.2238 9.1201
H 1.7173 0.8361 11.0098
*
```

- HOMO energy: -9.03 eV



Entry 3:
The following is a DFT calculation (ωB97M-V with the def2-TZVPD basis set) of a structure of composition C25H18Co2NO7 in a non-equilibrium geometry.

ORCA input file:
```
! RIJCOSX wB97M-V def2-TZVPD def2/J DEFGRID3
* xyz 1 1
C -3.8138 3.1565 -1.4524
C -2.4469 2.5142 -1.3064
N -1.8134 2.8459 -0.1152
C -0.6708 2.2344 0.3474
C -0.4721 2.3089 1.8241
C 0.7949 2.1205 2.4199
C 0.9430 2.1540 3.8040
C -0.1678 2.3708 4.6252
C -1.4312 2.5133 4.0561
C -1.5896 2.4706 2.6710
C 0.1529 1.4556 -0.4974
O -1.9936 1.7832 -2.1376
H -3.9253 4.0802 -0.8650
H -3.9756 3.3686 -2.5193
H -4.5879 2.4319 -1.1403
H -2.3510 3.4683 0.5044
H 1.6643 1.9552 1.7731
H 1.9341 2.0013 4.2340
H -0.0415 2.3976 5.7095
H -2.3067 2.6471 4.6876
H -2.5937 2.5176 2.2510
H 1.1805 1.3713 -0.1115
H 0.1146 1.7492 -1.5484
O 1.1292 -4.4900 -5.0705
C 0.8620 -3.8205 -4.1633
Co 0.3084 -2.8275 -2.7067
C -1.3722 -3.4499 -2.7875
O -2.4561 -3.8293 -2.8139
C 1.0719 -3.8193 -1.4423
O 1.4954 -4.5232 -0.6398
C 0.7464 -1.1074 -2.9759
C 0.0999 -1.2860 -1.7635
C -0.3805 -0.5212 -0.7223
C -0.1467 -1.0650 0.6361
C -1.1149 -0.9879 1.6730
C -0.7202 -1.1955 2.9875
C 0.5857 -1.5758 3.2908
C 1.5051 -1.7967 2.2624
C 1.1200 -1.5878 0.9355
Co 2.6129 -1.6457 -3.0149
C 3.2027 -2.1111 -4.5905
O 3.6221 -2.4103 -5.6169
C 3.6597 -2.4140 -1.8120
O 4.3874 -2.8663 -1.0445
C 3.1055 -0.0032 -2.7795
O 3.3551 1.1044 -2.5654
H 0.4507 -0.4042 -3.7387
H -1.4109 -0.0987 -0.8990
H -2.1284 -0.6769 1.4183
H -1.4526 -0.9968 3.7894
H 0.8787 -1.7271 4.3352
H 2.5310 -2.0822 2.4792
H 1.8493 -1.7008 0.1263
*
```

- HOMO energy: -10.69 eV



Entry 4:
The following is a DFT calculation (ωB97M-V with the def2-TZVPD basis set) of a structure of composition C6H9N4OOsS2.

ORCA input file:
```
! RIJCOSX wB97M-V def2-TZVPD def2/J DEFGRID3
* xyz 2 6
Os -0.2622 0.9502 -0.3685
O -0.9091 -0.5621 -1.5644
N -0.3090 -1.7704 -1.5812
C -0.7962 -2.6794 -2.4443
C -0.2150 -3.9221 -2.5099
C 0.8647 -4.2128 -1.6827
C 1.3400 -3.2536 -0.8052
C 0.7354 -2.0071 -0.7596
S 1.2566 -0.7353 0.3188
H -1.6355 -2.3508 -3.0392
H -0.6104 -4.6486 -3.2046
H 1.3351 -5.1857 -1.7225
H 2.1775 -3.4496 -0.1509
N 0.4653 1.7493 2.1205
N 0.0223 3.0504 2.3704
C -0.6720 3.7348 1.4614
N -1.0516 4.9652 1.7339
S -1.1555 3.0911 -0.0781
H 0.1005 1.1179 2.8305
H 1.4826 1.7275 2.1513
H 0.2553 3.4741 3.2609
H -0.8362 5.4247 2.6080
H -1.5826 5.4922 1.0556
*
```

- Expectation value of S²: 8.767
- HOMO energy (spin up / spin down): -15.47 / -16.06 eV
- Energy relative to the best compared isomer or geometry (same formula, charge and spin): 0.0 kJ/mol



Entry 5:
The following is a DFT calculation (ωB97M-V with the def2-TZVPD basis set) of a cluster of 5 separate species, C31H25FIN5O12S in total in a non-equilibrium geometry.

ORCA input file:
```
! RIJCOSX wB97M-V def2-TZVPD def2/J DEFGRID3
* xyz 0 1
O -3.0957 -5.1872 3.4218
S -1.7605 -4.6409 2.8558
O -1.8432 -4.6928 1.3087
O -0.2947 -5.4398 3.2023
C 0.5294 -4.4376 3.9145
C 1.6002 -3.5263 3.0029
C 3.1609 -3.7518 3.3992
C 4.2589 -2.8306 2.5350
C 3.4781 -1.8692 1.4267
C 1.8713 -1.7978 1.1805
N 0.9530 -2.6602 1.9804
C -0.4667 -3.2600 4.5418
F 0.3417 -2.0576 4.8832
I -1.4307 -3.6963 6.4938
O -1.6213 -3.1250 3.6404
H 1.1221 -4.8717 4.8305
H 3.5372 -4.4770 4.2650
H 5.4152 -2.8543 2.7081
H 4.1546 -1.1437 0.7718
H 1.3856 -1.0640 0.3765
C -6.6088 -5.7096 1.5772
C -6.0497 -4.9473 2.6041
C -6.8557 -4.4680 3.6384
C -8.2260 -4.7631 3.6369
C -8.7914 -5.5216 2.6032
C -7.9756 -5.9932 1.5727
N -9.0741 -4.2836 4.7347
O -8.5401 -3.5997 5.6206
O -10.2739 -4.5934 4.7152
H -5.9753 -6.0859 0.7758
H -4.9838 -4.7293 2.5999
H -6.4047 -3.8754 4.4314
H -9.8541 -5.7539 2.5869
H -8.4045 -6.5854 0.7673
C 2.1104 4.7553 0.7696
C 0.7862 4.3158 0.7316
C 0.4725 3.0893 0.1427
C 1.4981 2.3053 -0.4034
C 2.8274 2.7476 -0.3734
C 3.1284 3.9773 0.2157
N 1.1781 1.0034 -1.0010
O -0.0120 0.6560 -1.0253
O 2.1162 0.3247 -1.4431
H 2.3508 5.7097 1.2349
H -0.0019 4.9284 1.1641
H -0.5643 2.7609 0.1211
H 3.6325 2.1515 -0.7979
H 4.1576 4.3280 0.2466
C 6.6095 1.2342 -5.6656
C 5.4389 0.7781 -5.0576
C 5.2523 0.9462 -3.6842
C 6.2470 1.5796 -2.9265
C 7.4266 2.0316 -3.5330
C 7.6031 1.8552 -4.9068
N 6.0457 1.7821 -1.4867
O 4.9973 1.3512 -0.9840
O 6.9331 2.3758 -0.8574
H 6.7481 1.1059 -6.7377
H 4.6697 0.2937 -5.6554
H 4.3343 0.5853 -3.2254
H 8.2089 2.5203 -2.9561
H 8.5140 2.2053 -5.3874
C -3.5319 4.7536 -4.2149
C -2.3508 4.1553 -4.6566
C -1.1205 4.5755 -4.1474
C -1.0849 5.5971 -3.1884
C -2.2686 6.2048 -2.7489
C -3.4927 5.7780 -3.2675
N 0.2033 6.0258 -2.6305
O 1.2295 5.4770 -3.0589
O 0.1908 6.9084 -1.7606
H -4.4892 4.4187 -4.6107
H -2.3894 3.3585 -5.3963
H -0.2091 4.0991 -4.5019
H -2.2551 7.0021 -2.0088
H -4.4174 6.2414 -2.9304
*
```

- HOMO energy: -9.30 eV
- SMILES: O=S1(=O)O[C@@H](c2ccccn2)[C@](F)(I)O1.O=[N+]([O-])c1ccccc1.O=[N+]([O-])c1ccccc1.O=[N+]([O-])c1ccccc1.O=[N+]([O-])c1ccccc1



Entry 6:
The following is a DFT calculation (ωB97M-V with the def2-TZVPD basis set) of the molecule C4H7NO2.

ORCA input file:
```
! RIJCOSX wB97M-V def2-TZVPD def2/J DEFGRID3
* xyz 0 1
C -1.5779 0.5084 0.0384
C -0.2376 -0.1705 0.1565
C -0.0353 -1.3567 0.9837
O -0.1401 -1.4615 -0.4374
C 0.9526 0.7490 -0.0509
O 1.2305 1.6080 0.7673
N 1.6099 0.5596 -1.2218
H -2.3802 -0.1833 0.3103
H -1.6134 1.3870 0.6882
H -1.7359 0.8333 -0.9961
H 0.9502 -1.5674 1.3982
H -0.8772 -1.7563 1.5485
H 2.4445 1.0994 -1.3953
H 1.4098 -0.2491 -1.7896
*
```

- HOMO energy: -9.83 eV
- Energy relative to the best compared isomer or geometry (same formula, charge and spin): 114.4 kJ/mol
- SMILES: C[C@@]1(C(N)=O)CO1